The following is a quantum chemistry calculation of one molecule with the formula C4H5NO2 at a distorted geometry, from OMol25.

CARTESIAN COORDINATES (ANGSTROEM)
1 C 0.8493 1.1843 1.3515
2 C 0.0583 0.4237 0.3568
3 C -1.0585 0.7121 -0.3359
4 O -1.3274 -0.4046 -1.1314
5 C -0.3428 -1.3019 -0.8494
6 O -0.4102 -2.5351 -1.5089
7 N 0.6041 -1.2112 -0.0327
8 H 0.8661 0.6225 2.2878
9 H 1.8781 1.2778 0.9958
10 H 0.4589 2.1898 1.5540
11 H -1.7818 1.5496 -0.4273
12 H 0.2059 -2.5070 -2.2605

Output
HOMO ... -0.35276 hartree
SMILES ... Cc1coc(O)n1
Charge ... 0
Orbital gap ... 10.327 eV
ΔE to the lowest compared entry with this formula, charge and spin ... 2.400 eV

***

The following is a quantum chemistry calculation of a 2-piece molecular cluster, C4H10NO2S overall at a distorted geometry, from OMol25.

CARTESIAN COORDINATES (ANGSTROEM)
1 C -2.2344 0.8620 0.5765
2 C 0.6057 -1.9452 0.0415
3 C -1.3176 1.5919 -0.4417
4 C 1.9435 -1.2911 -0.1895
5 N -0.6814 0.7756 -1.3583
6 O 2.7758 1.1669 -0.8846
7 O 1.3780 0.9575 1.1431
8 S 1.5671 0.5816 -0.2707
9 H -2.9389 0.2190 0.0519
10 H -1.6188 0.2510 1.2308
11 H -2.7885 1.5839 1.1789
12 H 0.6202 -3.0187 -0.1604
13 H 0.2861 -1.7882 1.0701
14 H -0.1199 -1.4595 -0.6141
15 H -0.5816 2.1680 0.1479
16 H -1.9347 2.3468 -0.9809
17 H 2.3773 -1.5509 -1.1517
18 H 2.6622 -1.4505 0.6110

Output
HOMO (spin up / spin down) ... -0.11795 / -0.11831 hartree
Charge ... -1
Orbital gap (spin up / spin down) ... 7.065 / 7.150 eV
ΔE to the lowest compared entry with this formula, charge and spin ... 5.046 eV

***

The following is a quantum chemistry calculation of C43H91F3N3O9Y2 as an isolated structure at a distorted geometry, from OMol25.

CARTESIAN COORDINATES (ANGSTROEM)
1 Y 3.1433 2.4077 1.0358
2 Y 0.0228 2.7687 3.4942
3 C 0.2149 -0.5996 1.7525
4 C 0.6466 0.4548 0.7551
5 C -0.2767 0.2822 -0.4432
6 O 0.8100 1.7700 1.3451
7 H -0.0795 -1.4975 1.2092
8 H -0.6586 -0.4452 2.3859
9 H 1.0931 -0.8569 2.3447
10 H 1.6799 0.2440 0.4793
11 H -1.2981 0.5601 -0.1835
12 H -0.1709 -0.6633 -0.9752
13 H 0.0509 0.8648 -1.3043
14 C -0.8416 -1.5476 5.6998
15 C -0.7680 -0.0245 5.8575
16 C 0.1583 0.3355 7.0733
17 O -0.3909 0.7915 4.7552
18 H -1.2620 -1.9973 6.5994
19 H 0.0084 -2.1398 5.3609
20 H -1.5660 -1.7272 4.9054
21 H -1.7327 0.3889 6.1516
22 H 0.3172 1.4075 7.1902
23 H 1.0905 -0.2273 7.1219
24 H -0.4209 0.2055 7.9875
25 C 4.1102 -1.3843 -0.5732
26 C 5.1328 -0.6459 0.2604
27 C 6.3960 -0.3950 -0.5825
28 O 4.6343 0.5965 0.6744
29 H 3.6287 -0.7947 -1.3534
30 H 3.2533 -1.6273 0.0550
31 H 4.5531 -2.2548 -1.0571
32 H 5.5480 -1.2982 1.0286
33 H 7.0908 0.3269 -0.1532
34 H 6.0870 -0.0520 -1.5699
35 H 6.8260 -1.3883 -0.7117
36 C 3.8756 0.8127 3.9733
37 C 3.3874 2.2469 4.3130
38 C 4.5262 3.2291 4.7027
39 O 2.5385 2.7380 3.3204
40 H 3.0310 0.1983 3.6614
41 H 4.2541 0.2106 4.7993
42 H 4.7399 0.8538 3.3104
43 H 2.7452 2.2363 5.1936
44 H 5.1267 3.5288 3.8438
45 H 5.1731 2.7821 5.4575
46 H 4.0801 4.1397 5.1025
47 C -2.6111 3.9533 1.8140
48 O -2.5283 2.5736 2.2830
49 O -1.3576 4.3029 2.3746
50 C -2.8463 4.1000 0.2642
51 F -4.0777 4.2180 -0.2034
52 F -2.1948 5.1231 -0.2950
53 F -2.3523 2.9775 -0.3601
54 C -3.6107 1.6036 2.0186
55 C -4.5585 1.5855 3.1857
56 H -5.0497 2.4888 3.5472
57 H -5.2849 0.8754 2.7903
58 H -4.0012 1.1649 4.0228
59 H -3.1694 0.6304 1.8036
60 H -4.1458 1.7478 1.0801
61 H -3.4944 4.2633 2.3723
62 C -1.8600 -4.2015 2.4766
63 C -3.4116 -4.0538 2.1627
64 C -3.9641 -5.4292 2.5422
65 C -5.5012 -5.4725 2.7147
66 C -5.8366 -4.4431 3.7303
67 C -5.3621 -3.0164 3.5419
68 N -3.9154 -3.1082 3.1864
69 O -3.3688 -1.8828 3.0749
70 C -6.1929 -2.3632 2.4505
71 C -5.5008 -2.3195 4.8982
72 C -3.5916 -3.8369 0.6718
73 H -1.4733 -5.0630 1.9322
74 H -1.7922 -4.4384 3.5384
75 H -1.2577 -3.3134 2.2851
76 H -3.6891 -6.0572 1.6948
77 H -3.4897 -5.7921 3.4540
78 H -6.0396 -6.4062 2.8775
79 H -6.0088 -5.1874 1.7932
80 H -5.5041 -4.8327 4.6925
81 H -6.9118 -4.3949 3.9033
82 H -6.3548 -3.0972 1.6612
83 H -7.2037 -2.1914 2.8206
84 H -5.9943 -1.3065 2.2712
85 H -6.5351 -2.5980 5.1000
86 H -4.9108 -2.7357 5.7147
87 H -5.4464 -1.2311 4.9219
88 H -4.6591 -3.8802 0.4553
89 H -3.0670 -4.5803 0.0716
90 H -3.3652 -2.7743 0.5838
91 H -2.5302 -1.9869 3.5304
92 C 0.9466 -3.3553 -5.7952
93 C 0.7841 -2.4098 -4.5891
94 C 1.2929 -0.9557 -4.9199
95 C 0.4325 -0.1580 -5.8951
96 C -0.8841 0.0132 -5.1238
97 C -1.5454 -1.3266 -4.7441
98 N -0.6293 -2.3615 -4.1394
99 O -1.2266 -3.6068 -3.9768
100 C -2.4977 -0.9160 -3.6545
101 C -2.3129 -1.8904 -5.9787
102 C 1.6088 -2.9957 -3.4255
103 H 1.9739 -3.3766 -6.1590
104 H 0.3314 -3.1760 -6.6769
105 H 0.7414 -4.4047 -5.5837
106 H 1.3944 -0.2860 -4.0659
107 H 2.3196 -1.0869 -5.2614
108 H 0.1086 -0.6736 -6.7992
109 H 1.0122 0.7297 -6.1478
110 H -1.6299 0.3891 -5.8243
111 H -0.9583 0.7319 -4.3077
112 H -1.9747 -0.3657 -2.8724
113 H -3.2542 -0.1909 -3.9546
114 H -2.9440 -1.7511 -3.1145
115 H -2.7677 -1.0763 -6.5430
116 H -1.5835 -2.3710 -6.6308
117 H -2.9904 -2.7329 -5.8399
118 H 2.6711 -2.9184 -3.6570
119 H 1.3619 -4.0111 -3.1156
120 H 1.5021 -2.3878 -2.5271
121 H -0.7846 -3.9064 -3.1790
122 C 4.5177 2.0682 -4.1189
123 C 4.4773 3.2368 -2.9927
124 C 4.5642 4.6592 -3.5193
125 C 3.3785 5.3896 -4.2159
126 C 2.1168 5.1396 -3.3095
127 C 1.8802 3.7387 -2.6135
128 N 3.1786 3.2238 -2.1488
129 O 3.0309 2.0661 -1.5317
130 C 0.8777 4.0377 -1.5284
131 C 1.1910 2.7770 -3.6450
132 C 5.8181 3.0755 -2.2234
133 H 5.5233 1.9217 -4.5133
134 H 3.8846 2.4000 -4.9418
135 H 4.1225 1.1724 -3.6400
136 H 4.7249 5.3476 -2.6896
137 H 5.4638 4.7897 -4.1208
138 H 3.1290 4.8751 -5.1439
139 H 3.4570 6.4527 -4.4434
140 H 1.2599 5.4644 -3.8997
141 H 2.3041 5.9237 -2.5759
142 H 0.9943 5.0151 -1.0602
143 H -0.1980 4.1003 -1.6932
144 H 0.9037 3.3485 -0.6844
145 H 1.2551 1.7058 -3.4540
146 H 0.1481 3.0869 -3.5789
147 H 1.3285 2.9152 -4.7174
148 H 6.6507 3.1034 -2.9263
149 H 5.9036 2.1656 -1.6294
150 H 6.1080 3.8410 -1.5037
151 H 3.0201 1.3574 -2.1792

Output
HOMO (spin up / spin down) ... -0.41352 / -0.41352 hartree
Multiplicity ... 2
Charge ... +2
Orbital gap (spin up / spin down) ... 5.623 / 2.894 eV
<S²> ... 0.754

***

The following is a quantum chemistry calculation of C3H6AgO4 as an isolated structure at a distorted geometry, from OMol25.

CARTESIAN COORDINATES (ANGSTROEM)
1 O 0.7259 -0.8800 0.5679
2 C -0.0270 0.2046 0.6602
3 C 1.2155 -1.0122 -0.7818
4 O -0.2146 0.6945 1.8069
5 O 0.0267 0.9583 -0.4152
6 C 0.5939 0.1957 -1.4964
7 Ag 0.8453 0.2768 3.5228
8 H 0.8610 -1.9700 -1.1728
9 H 2.3085 -0.9831 -0.7427
10 H -0.2066 -0.0788 -2.1900
11 H 1.3326 0.8283 -1.9970
12 O -2.5308 0.1910 0.6805
13 H -2.1059 0.7283 1.5173
14 H -2.8246 0.8467 0.0403

Output
HOMO (spin up / spin down) ... -0.44026 / -0.56287 hartree
Multiplicity ... 3
Charge ... +1
Orbital gap (spin up / spin down) ... 8.112 / 5.992 eV
<S²> ... 2.003
ΔE to the lowest compared entry with this formula, charge and spin ... 0.000 eV

***

The following is a quantum chemistry calculation of C5H9N2 as an isolated structure at a distorted geometry, from OMol25.

CARTESIAN COORDINATES (ANGSTROEM)
1 C -2.7299 -0.2050 0.5955
2 C -1.9231 0.0565 -0.2446
3 C 0.6546 -1.2749 0.5429
4 C 0.8624 0.0279 -0.0552
5 C 1.0195 1.4342 0.3685
6 N 1.5212 -1.0131 -0.6177
7 N -0.7835 0.0857 -1.0269
8 H -3.5246 -0.1838 1.2797
9 H 1.2317 -1.5026 1.3960
10 H -0.1713 -1.9273 0.2736
11 H 2.0543 1.6243 0.5340
12 H 0.5643 1.6495 1.2835
13 H 0.4725 2.1797 -0.3778
14 H 2.5385 -1.0317 -0.6575
15 H -1.0349 0.8318 -1.6745
16 H -0.7519 -0.7513 -1.6195

Output
HOMO ... -0.53244 hartree
Charge ... +1
Orbital gap ... 10.648 eV
ΔE to the lowest compared entry with this formula, charge and spin ... 6.244 eV

***

The following is a quantum chemistry calculation of C14H37CoO3Si3 as an isolated structure, from OMol25.

CARTESIAN COORDINATES (ANGSTROEM)
1 Co -0.0378 -1.1184 -0.0324
2 C 3.2677 -1.5212 0.2130
3 O 2.0532 -0.7734 0.1273
4 Si 2.0366 0.9184 0.2618
5 C 2.8976 1.2832 1.8997
6 C 3.1026 1.6843 -1.0858
7 C 0.1645 1.0261 0.0879
8 Si -0.4716 1.2533 -1.6723
9 C -2.3474 1.1745 -1.8948
10 C 0.1939 -0.2595 -2.6467
11 C 0.1046 2.8786 -2.4346
12 Si -0.7158 1.7634 1.5916
13 C -0.4478 0.4268 2.9343
14 C -2.5587 2.1809 1.5213
15 C 0.0369 3.4609 1.9430
16 H 3.8602 -1.3926 -0.6951
17 H 3.0344 -2.5733 0.3438
18 H 3.8544 -1.1925 1.0723
19 H 3.9745 1.1517 1.7760
20 H 2.5623 0.6120 2.6927
21 H 2.7497 2.3040 2.2447
22 H 4.1528 1.4396 -0.9128
23 H 3.0176 2.7728 -1.0683
24 H 2.8364 1.3420 -2.0866
25 H -2.7242 0.1508 -1.8493
26 H -2.5858 1.5618 -2.8878
27 H -2.8939 1.7802 -1.1702
28 H 0.1035 -1.2012 -2.0757
29 H 1.2473 -0.1539 -2.9078
30 H -0.3738 -0.4137 -3.5646
31 H -0.2002 3.7222 -1.8110
32 H -0.3533 3.0097 -3.4172
33 H 1.1855 2.9280 -2.5568
34 H -0.1537 -0.5228 2.4704
35 H -1.3368 0.2429 3.5394
36 H 0.3576 0.7134 3.6137
37 H -3.2242 1.3197 1.5136
38 H -2.8050 2.8093 0.6627
39 H -2.7971 2.7599 2.4164
40 H 1.1216 3.4591 2.0000
41 H -0.3478 3.8730 2.8781
42 H -0.2512 4.1476 1.1431
43 C -3.0931 -1.0810 0.7448
44 O -2.0701 -1.8377 0.0945
45 C -2.1423 -3.2242 0.4079
46 C -1.2087 -3.9455 -0.5216
47 O 0.0966 -3.4100 -0.3486
48 C 1.0472 -4.1317 -1.1295
49 H -4.0767 -1.4454 0.4417
50 H -2.9718 -0.0531 0.4268
51 H -3.0003 -1.1543 1.8316
52 H -3.1600 -3.5891 0.2499
53 H -1.8580 -3.3879 1.4525
54 H -1.5299 -3.8070 -1.5601
55 H -1.2116 -5.0148 -0.2928
56 H 1.0328 -5.1882 -0.8546
57 H 2.0290 -3.7229 -0.9233
58 H 0.8272 -4.0350 -2.1958

Output
HOMO (spin up / spin down) ... -0.44361 / -0.43245 hartree
Multiplicity ... 2
Charge ... +1
Orbital gap (spin up / spin down) ... 7.811 / 9.511 eV
<S²> ... 1.150
ΔE to the lowest compared entry with this formula, charge and spin ... 0.563 eV

***

Question: charge of number 4 (C3H6AgO4)?
Answer: +1

***

Question: Which of these has the highest charge?
Answer: C43H91F3N3O9Y2